Below is a molecular structure, C3H5N3, with properties calculated with ωB97M-V/def2-TZVPD.

Element x y z (Å)
C1 -1.72 -0.43 -0.01
C2 -0.28 -0.07 0.06
N1 0.67 -0.98 -0.05
N2 1.81 -0.30 -0.02
N3 1.64 1.01 0.27
C3 0.28 1.25 0.29
H1 -2.25 -0.05 0.87
H2 -2.19 0.02 -0.89
H3 -1.85 -1.51 -0.07
H4 2.70 -0.77 0.07
H5 1.25 1.77 -0.53

total charge = 0
HOMO = -9.24 eV
E_LUMO = 0.94 eV
max |F| = 0.4 eV Å⁻¹
HOMO-LUMO gap = 10.18 eV

Results of the natural (NBO) charge analysis, in e, for atoms 1 through 6: -0.641, 0.047, -0.184, -0.209, -0.390, -0.148